Here is a molecular structure, C30H85Cl2Fe2N5O23P2 in a non-equilibrium geometry from the OMol25 dataset. Energies are from the ωB97M-V functional and the def2-TZVPD basis.

Frontier orbital gap (alpha / beta) in eV: 4.910 / 5.278
Maximum force in eV/Å: 9.74
Highest occupied orbital energy (alpha / beta) in eV: -1.43 / -1.80
⟨S²⟩: 30.119
2S+1: 11
Charge: -2

```
149
Properties=species:S:1:pos:R:3:forces:R:3:mulliken_spin:R:1
Fe 12.96255 1.59983 22.23290 0.93 -2.48 -1.25 3.60
Fe 13.57526 -0.78189 25.06525 -0.11 -1.88 -1.88 4.22
Cl 12.83852 -0.19892 20.70812 -0.17 -0.66 -0.97 0.06
Cl 12.10341 -2.49874 24.38375 0.15 -0.15 0.32 0.10
P 13.04268 1.55906 25.01459 0.29 -3.04 -2.83 0.63
O 13.00161 0.53089 23.82051 0.40 -5.46 -7.55 0.10
O 12.20800 0.43099 25.61442 -6.19 0.04 7.52 0.21
O 12.76168 2.44907 23.83593 -1.26 9.17 3.06 -0.23
O 14.35768 0.88241 25.38145 5.92 2.72 3.82 0.22
P 16.37902 1.54428 22.35743 3.12 -1.57 -0.13 -0.08
O 17.36144 2.31570 23.24235 -1.40 3.86 2.27 0.53
O 14.82014 1.85476 22.17567 5.26 0.08 -0.38 -0.03
O 16.84389 0.29828 23.12686 -2.85 -3.22 2.32 0.45
O 17.47709 1.25579 21.30918 -2.14 1.39 -4.69 0.16
C 9.57104 -2.75360 21.66519 0.31 -0.43 -0.54 0.01
O 8.18255 -2.50192 21.85996 0.05 0.21 0.71 0.00
C 7.78540 -2.59762 23.23078 0.30 0.34 -0.24 0.00
C 6.54129 -1.74355 23.45272 1.09 0.08 -0.44 0.00
N 6.77255 -0.33915 23.01413 -0.51 -1.00 0.86 0.00
C 5.52229 0.37356 23.06850 -0.49 0.22 -0.67 0.00
C 5.61649 1.62622 22.17596 0.17 -1.59 2.12 0.00
O 5.85852 1.20933 20.86580 -0.21 -0.06 0.26 0.00
C 5.38668 2.11296 19.92915 -0.41 0.48 -0.52 0.00
H 10.26018 -2.00173 22.04972 -0.32 0.44 0.16 0.00
H 9.74549 -2.86420 20.59494 -0.14 0.18 -0.01 0.00
H 9.91212 -3.69314 22.09999 -0.34 -0.25 0.26 0.00
H 8.57550 -2.28852 23.91509 0.31 0.37 -0.18 0.00
H 7.61412 -3.64446 23.48154 -0.36 -0.25 0.01 0.00
H 6.28807 -1.77621 24.51240 0.01 0.20 0.10 0.00
H 5.72478 -2.22504 22.91460 -0.42 0.12 -0.27 0.00
H 6.93472 -0.35556 22.01738 0.71 -0.43 -0.21 0.00
H 5.14261 0.64030 24.05480 0.61 0.19 0.38 0.00
H 4.75403 -0.30407 22.69609 -0.65 0.09 -0.46 0.00
H 6.47757 2.14959 22.59155 -0.01 0.69 -0.24 0.00
H 4.67094 2.13293 22.36902 -0.04 0.57 -0.70 0.00
H 4.35700 2.40508 20.13536 -0.54 -0.45 -0.12 0.00
H 5.47478 1.62082 18.96058 0.00 0.38 -0.09 0.00
H 5.87147 3.08860 19.96395 0.77 -0.01 -0.20 0.00
C 9.84575 1.13189 23.02382 -0.67 -1.07 -0.22 -0.01
O 10.89046 1.69297 22.23053 -2.59 0.92 -0.34 -0.05
C 10.39180 2.71725 21.30599 0.01 -0.60 1.06 0.02
C 11.46572 3.78842 21.20793 -1.44 -0.93 0.19 -0.02
N 12.71607 3.12706 20.84889 -0.08 3.25 -1.68 0.08
C 13.75353 4.19197 20.67766 1.08 0.03 1.39 -0.01
C 14.81325 3.86745 19.61117 -1.42 0.27 1.69 0.00
O 14.00998 3.60334 18.48246 0.14 -0.55 -0.20 0.00
C 14.56269 2.74216 17.48339 -0.64 0.98 0.69 0.00
H 10.09107 0.26718 23.64041 1.37 0.43 0.20 0.00
H 9.10873 0.61563 22.40871 -0.31 0.60 -0.63 0.00
H 9.33858 1.85354 23.66422 0.16 0.32 -0.10 0.00
H 9.47504 3.22913 21.59866 -0.17 -0.12 1.08 0.00
H 10.02670 2.24582 20.39355 0.94 -0.12 -0.33 -0.01
H 11.54057 4.31837 22.15749 0.13 -0.12 0.06 0.01
H 11.03717 4.44604 20.45164 0.62 0.50 -0.20 0.00
H 12.51820 2.98409 19.86884 0.21 -1.38 -0.55 0.00
H 14.18614 4.40504 21.65519 0.48 -0.56 0.08 0.01
H 13.39626 5.19341 20.43771 -1.08 -0.10 -0.56 0.00
H 15.45339 3.06178 19.97066 0.07 -0.23 -0.50 -0.01
H 15.34039 4.81874 19.53866 0.61 -0.12 -0.53 0.00
H 15.44888 3.27763 17.14272 0.14 -0.56 -0.74 0.00
H 13.71934 2.69559 16.79440 0.58 -0.09 -0.69 0.00
H 14.78658 1.73397 17.83199 0.21 0.14 0.31 0.00
C 14.76742 -5.31303 26.84785 0.18 0.90 -1.17 0.00
O 14.77734 -4.59941 25.59826 -0.68 -1.44 -0.28 0.00
C 15.24086 -5.41050 24.46209 -0.49 1.10 1.49 0.00
C 14.76956 -4.82127 23.11163 1.85 -2.11 0.84 0.00
N 15.79180 -3.85848 22.68209 -1.04 0.65 -0.34 0.00
C 15.69895 -3.57332 21.26537 -0.31 1.38 -0.67 0.01
C 16.30208 -4.56480 20.30274 -0.56 0.36 0.15 0.00
O 17.54307 -5.06172 20.76683 -0.23 -0.37 0.48 0.00
C 18.13413 -5.97474 19.89363 0.30 -0.22 -0.42 0.00
H 15.79633 -5.60794 27.05396 0.12 -0.03 0.56 0.00
H 14.13598 -6.20069 26.88565 -0.16 -0.23 -0.50 0.00
H 14.34148 -4.61981 27.57320 0.42 0.04 0.11 0.00
H 14.99502 -6.46645 24.57447 -0.78 -0.07 0.10 0.00
H 16.31886 -5.41291 24.62334 0.44 0.15 -0.81 0.00
H 13.69784 -4.62300 23.09752 0.34 1.31 0.40 0.00
H 14.79313 -5.69121 22.45532 0.21 -0.41 -0.44 0.00
H 16.71184 -4.24162 22.84587 0.01 -0.11 0.32 0.00
H 16.07331 -2.60566 20.93129 0.52 0.40 1.05 -0.01
H 14.64492 -3.45042 21.01634 -0.10 -0.34 -0.08 0.00
H 16.45276 -3.97908 19.39590 -0.19 -0.54 -0.46 0.00
H 15.51223 -5.30905 20.20115 0.53 -0.87 -0.61 0.00
H 18.42158 -5.51033 18.95035 0.18 0.29 -0.14 0.00
H 17.50867 -6.81674 19.59711 -0.57 -0.10 0.25 0.00
H 19.01755 -6.41494 20.35613 0.08 0.27 0.16 0.00
C 12.18658 -0.24915 15.30215 -0.43 -0.82 -0.31 0.00
O 13.16344 -0.39996 14.30196 0.13 -0.01 -0.81 0.00
C 14.30215 -1.17259 14.69418 0.21 1.51 -0.29 0.00
C 15.29471 -0.26405 15.46985 -2.64 -0.41 0.34 0.00
N 16.13799 -1.09600 16.23465 2.17 -0.17 0.17 0.00
C 17.42256 -1.32562 15.55394 0.23 0.19 1.02 0.00
C 18.23952 -2.27667 16.37511 0.14 -0.80 -0.26 0.00
O 19.49939 -2.60141 15.75010 -0.64 -0.57 -0.33 0.00
C 20.58524 -1.75008 15.94491 0.49 0.38 0.58 0.00
H 11.82622 -1.23179 15.60654 0.36 -0.20 0.46 0.00
H 11.26850 0.15124 14.87214 0.31 0.77 -0.29 0.00
H 12.53285 0.31507 16.16809 -0.10 -0.04 -0.01 0.00
H 14.82696 -1.51276 13.80146 -0.36 -0.06 -0.37 0.00
H 13.99085 -2.05933 15.24636 0.16 0.17 0.42 0.00
H 14.70256 0.27517 16.20923 -0.30 0.12 -0.12 0.00
H 15.77450 0.52193 14.88663 0.20 -0.20 -0.53 0.00
H 16.31408 -0.57405 17.08121 0.56 -0.17 0.69 0.00
H 18.03724 -0.42784 15.48875 -0.31 0.54 -0.74 0.00
H 17.24537 -1.84775 14.61368 0.06 0.53 -0.31 0.00
H 17.58585 -3.14798 16.33483 0.71 -0.71 0.45 0.00
H 18.36419 -1.97997 17.41652 0.10 0.25 0.04 0.00
H 21.51792 -2.18204 15.58215 -0.23 -0.67 -0.21 0.00
H 20.76723 -1.58196 17.00638 -0.16 0.30 0.23 0.00
H 20.55431 -0.79500 15.42056 -0.57 0.30 0.02 0.00
C 9.57243 -3.15918 16.89327 0.09 0.18 0.08 0.00
O 9.57141 -2.07517 17.77339 0.71 0.36 0.95 0.00
C 8.31807 -1.51602 18.08699 -0.43 0.39 0.15 0.00
C 8.44914 -0.28671 19.02710 0.40 0.51 -1.29 0.00
N 8.81508 1.00261 18.32773 -2.29 -2.11 0.29 0.00
C 10.20262 0.98810 18.06645 0.49 1.55 -1.11 0.00
C 10.66096 2.30178 17.38132 -0.11 -0.31 1.89 0.00
O 10.31553 3.40307 18.27604 0.23 -1.28 -0.85 0.00
C 10.71235 4.68993 17.86753 -0.35 -0.17 0.73 0.00
H 8.94826 -2.88847 16.04167 0.27 -0.21 -0.57 0.00
H 9.20383 -4.10353 17.29383 -0.31 0.00 0.48 0.00
H 10.63057 -3.31993 16.68685 -0.15 -0.09 -0.62 0.00
H 7.71414 -2.25794 18.60942 -0.16 -0.22 0.14 0.00
H 7.84084 -1.29331 17.13266 -0.41 0.39 -0.08 0.00
H 9.26178 -0.59562 19.68460 0.08 0.21 0.55 0.00
H 7.53866 -0.13891 19.60786 0.01 -0.14 -0.12 0.00
H 8.42080 1.81587 18.77859 0.49 -0.04 0.25 0.00
H 10.38243 0.21295 17.32151 0.26 -0.19 0.16 0.00
H 10.73929 0.75808 18.98687 0.78 0.12 -0.10 0.00
H 10.18360 2.45332 16.41319 -0.05 -0.03 -0.10 0.00
H 11.73849 2.16592 17.28865 0.18 0.59 -0.20 0.00
H 10.42489 4.90783 16.83895 0.12 0.02 -0.19 0.00
H 11.77059 4.85870 18.06690 0.23 -0.02 -0.37 0.00
H 10.14604 5.32538 18.54842 0.03 0.45 -0.23 0.00
O 12.57581 -1.63232 17.85860 0.39 -0.60 -0.65 0.00
H 11.63303 -1.72684 17.72270 -0.45 0.02 0.19 0.00
H 12.65251 -1.15372 18.68401 0.19 0.51 0.96 0.01
O 12.27893 -3.69275 20.74789 -0.09 -0.76 -0.33 0.00
H 12.25763 -3.65348 21.70404 0.01 0.29 0.46 0.00
H 12.41536 -2.78595 20.47343 0.13 0.66 -0.01 0.00
O 14.89880 -3.51224 17.33149 0.04 -1.08 0.08 0.00
H 15.39930 -2.74483 17.05434 0.24 0.75 -0.31 0.00
H 14.04329 -3.16328 17.58162 -0.45 0.34 0.23 0.00
O 15.16953 -1.44637 23.98392 -1.67 -0.85 1.60 0.06
H 15.78107 -0.82711 23.58547 1.61 2.31 -0.48 -0.02
H 15.32603 -2.26957 23.52124 -0.02 -1.28 -0.27 0.00
O 16.73142 0.33558 18.99160 -0.71 -0.89 -2.48 0.00
H 15.86964 0.19363 19.38327 -0.18 -0.06 0.46 0.00
H 17.23678 0.77424 19.67602 0.51 0.67 1.82 0.00
```
Positions in Å, forces in eV/Å.